[1]
A cluster of 2 separate species, C35H36NO in total. Source: OMol25; level of theory: wB97M-V/def2-TZVPD.

Summary:
* charge: +1
* E_LUMO: -5.20 eV
* orbital gap: 4.032 eV

Atoms and positions in Å:
C -5.423 -1.064 -5.812
C -4.296 -1.084 -4.824
C -4.456 -1.721 -3.589
C -3.461 -1.686 -2.625
C -2.241 -0.989 -2.838
C -1.251 -0.941 -1.804
C -0.116 -0.129 -1.819
C 1.095 -0.445 -1.187
C 2.357 0.096 -1.605
C 3.526 -0.683 -1.406
C 4.758 -0.220 -1.834
C 4.868 0.960 -2.584
C 6.199 1.362 -3.128
C 3.714 1.727 -2.795
C 2.476 1.321 -2.312
C -2.075 -0.364 -4.111
C -3.087 -0.409 -5.067
H -5.141 -0.519 -6.712
H -5.734 -2.071 -6.109
H -6.312 -0.594 -5.376
H -5.402 -2.225 -3.372
H -3.607 -2.171 -1.656
H -1.394 -1.629 -0.968
H -0.139 0.775 -2.443
H 1.188 -1.396 -0.657
H 3.423 -1.675 -0.961
H 5.658 -0.796 -1.597
H 6.141 2.333 -3.620
H 6.940 1.428 -2.328
H 6.585 0.630 -3.848
H 3.802 2.655 -3.364
H 1.579 1.902 -2.542
H -1.145 0.163 -4.336
H -2.984 0.107 -6.019
C 4.458 -1.057 2.356
C 3.337 -1.507 3.066
C 2.130 -0.812 2.985
C 1.983 0.304 2.117
C 0.738 0.971 1.820
C -0.474 0.624 2.456
N -1.362 1.538 2.974
C -0.876 2.890 3.275
C -1.936 3.627 4.085
O -3.185 3.597 3.383
C -3.711 2.272 3.385
C -2.776 1.302 2.680
C -0.860 -0.807 2.520
C -0.455 -1.562 1.428
C -0.632 -2.939 1.352
C -1.299 -3.580 2.400
C -1.765 -2.833 3.491
C -1.539 -1.450 3.574
C 3.180 0.841 1.574
C 4.385 0.161 1.669
H 5.388 -1.627 2.361
H 3.424 -2.401 3.697
H 1.299 -1.106 3.630
H 0.809 1.886 1.229
H 0.046 2.813 3.862
H -0.641 3.440 2.343
H -2.009 3.165 5.093
H -1.700 4.696 4.153
H -3.916 1.910 4.411
H -4.648 2.330 2.811
H -2.955 1.370 1.587
H -3.049 0.288 2.992
H 0.032 -1.020 0.632
H -0.245 -3.481 0.489
H -1.444 -4.664 2.358
H -2.314 -3.334 4.287
H -1.858 -0.888 4.457
H 3.122 1.815 1.077
H 5.272 0.584 1.188

Computed Löwdin charges, given in elementary charges: C -0.0330; C -0.2396; C -0.0223; C 0.0014; C -0.2034; C 0.0562; C -0.0476; C 0.0338; C -0.2125; C -0.0023; C -0.0240; C -0.2390; C -0.0332; C -0.0124; C 0.0091; C 0.0100; C -0.0127; H 0.0815; H 0.0957; H 0.0975; H 0.1281; H 0.1247; H 0.1101; H 0.1123; H 0.1235; H 0.1318; H 0.1321; H 0.0828; H 0.0943; H 0.0989; H 0.1223; H 0.1162; H 0.1166; H 0.1197; C -0.0999; C -0.0767; C -0.0284; C -0.2319; C -0.0273; C -0.1849; N -0.0519; C -0.1240; C -0.1744; O -0.1304; C -0.1843; C -0.1272; C -0.1934; C -0.0815; C -0.0656; C -0.0675; C -0.0581; C -0.0271; C -0.0637; C -0.1108; H 0.1004; H 0.1097; H 0.1125; H 0.1113; H 0.1375; H 0.1277; H 0.1351; H 0.1321; H 0.1298; H 0.1329; H 0.1363; H 0.1070; H 0.0466; H 0.1087; H 0.1104; H 0.1092; H 0.1265; H 0.1142; H 0.1048

[2]
A structure of composition C35H37AsF6IN10OReSSi. Source: OMol25; level of theory: wB97M-V/def2-TZVPD.

Summary:
* charge: +2
* E_LUMO (spin up / spin down): -7.64 / -8.10 eV
* orbital gap (spin up / spin down): 4.882 / 4.017 eV

Atoms and positions in Å:
Re -0.388 -0.227 -0.161
C -4.469 0.025 0.270
Si -2.366 -1.468 2.500
C -3.346 -3.089 2.384
C -3.197 -0.065 3.466
N -0.775 -1.372 1.956
C 0.284 -1.524 2.835
C 0.092 -2.081 4.104
C 1.138 -2.286 4.974
C 2.424 -1.918 4.602
C 2.646 -1.355 3.362
C 1.595 -1.150 2.473
O 1.770 -0.617 1.231
C 3.062 -0.164 0.932
C 3.833 -0.889 0.033
C 5.133 -0.486 -0.217
C 5.652 0.633 0.413
C 4.866 1.362 1.294
C 3.567 0.971 1.558
H -5.349 0.525 -0.123
H -4.774 -0.916 0.713
H -4.016 0.660 1.024
H -4.344 -2.929 1.986
H -3.484 -3.514 3.377
H -2.871 -3.856 1.776
H -4.271 -0.017 3.294
H -2.760 0.904 3.221
H -3.064 -0.206 4.538
H -0.909 -2.372 4.389
H 0.957 -2.734 5.937
H 3.254 -2.066 5.274
H 3.645 -1.072 3.072
H 3.412 -1.754 -0.460
H 5.737 -1.048 -0.912
H 6.661 0.951 0.202
H 5.261 2.247 1.763
H 2.941 1.534 2.237
S -0.637 1.757 1.100
C -0.996 2.889 -0.229
N -1.123 4.178 -0.020
N -0.765 4.673 1.111
C -0.986 5.964 1.521
C -1.638 6.893 0.699
C -1.867 8.167 1.174
C -1.461 8.527 2.455
C -0.816 7.604 3.272
C -0.577 6.328 2.813
N -1.207 2.396 -1.429
N -1.046 1.176 -1.708
C -1.346 0.787 -3.003
C -2.039 1.675 -3.844
C -2.356 1.299 -5.129
C -1.961 0.059 -5.615
C -1.259 -0.813 -4.796
C -0.966 -0.469 -3.493
H -0.289 4.055 1.785
H -1.941 6.587 -0.289
H -2.367 8.887 0.547
H -1.648 9.526 2.819
H -0.507 7.887 4.266
H -0.083 5.604 3.445
H -2.300 2.651 -3.463
H -2.901 1.981 -5.761
H -2.187 -0.218 -6.632
H -0.924 -1.761 -5.185
H -0.393 -1.149 -2.882
F 1.419 0.549 -1.176
As 2.519 1.651 -2.502
F 1.450 0.995 -3.710
F 1.313 2.891 -2.168
F 3.435 2.548 -3.583
F 3.352 2.193 -1.077
F 3.460 0.205 -2.584
I -3.199 -5.037 -1.484
C -3.236 -2.935 -1.425
C -4.097 -2.176 -2.278
C -4.205 -0.869 -2.027
C -3.481 -0.208 -0.886
N -2.290 -0.945 -0.440
C -2.404 -2.298 -0.561
H -4.616 -2.663 -3.086
H -4.860 -0.235 -2.603
H -3.189 0.791 -1.214
H -1.711 -2.880 0.030
N 1.848 -6.387 -1.324
C 1.178 -5.413 -0.720
N 0.455 -5.695 0.377
N 1.258 -4.208 -1.232
C 0.730 -3.097 -0.992
N 0.287 -2.017 -0.949
H 1.831 -7.334 -0.988
H 2.374 -6.185 -2.158
H 0.456 -6.616 0.778
H -0.015 -4.964 0.880

Computed Löwdin charges, given in elementary charges: Re 1.4786; C -0.0168; Si 0.7848; C -0.1404; C -0.1503; N -0.1737; C -0.3175; C -0.0609; C -0.0724; C -0.0585; C 0.0106; C -0.2092; O -0.1157; C -0.3071; C -0.0242; C -0.0617; C -0.0571; C -0.0636; C -0.0333; H 0.1041; H 0.0754; H 0.0569; H 0.0428; H 0.0507; H 0.0135; H 0.0424; H 0.0178; H 0.0502; H 0.0907; H 0.1133; H 0.1152; H 0.1237; H 0.1152; H 0.1168; H 0.1145; H 0.1147; H 0.1279; S 0.7226; C -0.6855; N 0.1427; N 0.0593; C -0.2203; C 0.0050; C -0.0460; C -0.0379; C -0.0527; C -0.0047; N 0.0421; N -0.1366; C -0.2884; C 0.0000; C -0.0479; C -0.0410; C -0.0524; C -0.0436; H 0.1134; H 0.1149; H 0.1181; H 0.1180; H 0.1178; H 0.1172; H 0.1152; H 0.1152; H 0.1151; H 0.1147; H 0.0741; F -0.4140; As 0.8945; F -0.2087; F -0.2360; F -0.1655; F -0.1975; F -0.2023; I 0.9328; C -0.6733; C -0.1227; C -0.0159; C -0.3588; N -0.1526; C -0.3507; H 0.1090; H 0.1306; H 0.1159; H 0.0415; N 0.2191; C -0.4581; N 0.2129; N 0.1794; C -0.2496; N 0.0160; H 0.1317; H 0.1392; H 0.1279; H 0.1092

[3]
A structure of composition C35H37Cl2N4O3W. Source: OMol25; level of theory: wB97M-V/def2-TZVPD.

Summary:
* charge: -1
* E_LUMO (spin up / spin down): 2.14 / 2.14 eV
* multiplicity: 3
* orbital gap (spin up / spin down): 5.738 / 6.428 eV

Atoms and positions in Å:
W -0.391 -0.258 0.545
Cl -5.434 4.123 -1.493
C -4.056 3.465 -0.662
C -3.607 2.202 -1.023
C -2.507 1.639 -0.389
N -1.950 0.394 -0.728
C -2.505 -0.460 -1.599
O -3.540 -0.354 -2.258
C -1.655 -1.693 -1.777
C -1.961 -2.603 -2.772
C -1.136 -3.697 -2.959
C -0.023 -3.840 -2.142
C 0.214 -2.896 -1.161
N -0.588 -1.845 -0.968
C -1.848 2.362 0.637
C -2.311 3.625 0.980
C -3.412 4.172 0.334
Cl -3.946 5.757 0.809
N -0.746 1.723 1.235
C -0.010 2.280 2.207
O -0.049 3.416 2.675
C 0.930 1.275 2.841
C 1.649 1.626 3.972
C 2.383 0.655 4.627
C 2.363 -0.644 4.135
C 1.649 -0.908 2.983
N 0.966 0.038 2.329
H -4.110 1.654 -1.802
H -2.842 -2.414 -3.368
H -1.352 -4.425 -3.730
H 0.659 -4.671 -2.255
H 1.060 -2.979 -0.495
H -1.804 4.188 1.746
H 1.582 2.649 4.312
H 2.948 0.898 5.518
H 2.895 -1.445 4.628
H 1.602 -1.901 2.561
C -2.415 -3.478 1.017
C -2.572 -2.287 1.968
C -3.935 -1.627 1.708
C -2.564 -2.845 3.398
C -1.485 -1.220 1.839
H -3.142 -4.255 1.272
H -1.413 -3.906 1.092
H -2.594 -3.201 -0.021
H -4.754 -2.336 1.875
H -4.005 -1.261 0.681
H -4.080 -0.771 2.371
H -3.347 -3.597 3.536
H -2.726 -2.045 4.123
H -1.599 -3.310 3.622
H -1.307 -0.817 2.853
C 4.032 0.590 1.110
C 4.057 -0.385 -0.070
C 3.311 -1.687 0.207
C 3.619 0.342 -1.325
C 4.630 0.685 -2.216
C 4.397 1.437 -3.351
C 3.098 1.859 -3.582
C 2.047 1.539 -2.733
C 0.675 2.055 -3.111
C 0.090 2.959 -2.028
C -0.243 0.902 -3.524
C 2.275 0.749 -1.565
O 1.276 0.383 -0.781
H 4.279 0.098 2.054
H 3.048 1.048 1.200
H 4.754 1.391 0.941
H 5.104 -0.660 -0.234
H 2.257 -1.489 0.391
H 3.736 -2.196 1.077
H 3.388 -2.356 -0.653
H 5.640 0.351 -1.994
H 5.200 1.693 -4.030
H 2.878 2.460 -4.459
H 0.815 2.678 -4.001
H 0.074 2.452 -1.067
H -0.928 3.269 -2.275
H 0.705 3.855 -1.918
H -0.220 0.125 -2.767
H 0.105 0.468 -4.465
H -1.276 1.235 -3.656

Computed Löwdin charges, given in elementary charges: W 1.5307; Cl 0.6336; C -0.6852; C -0.0389; C -0.1986; N -0.0162; C -0.4964; O 0.0264; C -0.2110; C 0.0041; C -0.0486; C -0.0467; C -0.1096; N -0.0282; C -0.1991; C -0.0347; C -0.6832; Cl 0.6336; N -0.0251; C -0.4490; O 0.0305; C -0.1774; C 0.0078; C -0.0537; C -0.0594; C -0.1392; N -0.0321; H 0.0944; H 0.1206; H 0.1050; H 0.1037; H 0.0941; H 0.0933; H 0.1178; H 0.1053; H 0.1046; H 0.1061; C -0.0737; C -0.6750; C -0.0633; C -0.0946; C -0.2616; H 0.0778; H 0.0753; H 0.0606; H 0.0768; H 0.0703; H 0.0823; H 0.0719; H 0.0740; H 0.0755; H 0.0300; C -0.0516; C -0.3655; C -0.0833; C -0.1441; C -0.0757; C -0.1216; C -0.0670; C -0.1373; C -0.3605; C -0.0471; C -0.0475; C -0.2736; O -0.2556; H 0.0683; H 0.0649; H 0.0831; H 0.1171; H 0.0105; H 0.0764; H 0.0817; H 0.0989; H 0.0843; H 0.1006; H 0.1174; H 0.0462; H 0.0799; H 0.0854; H 0.0455; H 0.0820; H 0.0827

Number 1: largest force on an atom 0.0393 Eh/bohr. Number 2: largest force on an atom 0.0604 Eh/bohr. Number 3: largest force on an atom 0.0064 Eh/bohr.